No. 1
Molecular formula: C30H41N3O6PbSi
Method: DFT, ωB97M-V/def2-TZVPD

Positions of all 82 atoms, in Å:
Pb1 -0.6374 1.6407 0.6514
C1 -0.6605 4.2226 2.9726
C2 -1.9805 3.7902 3.0637
C3 -2.8227 3.8832 1.9620
C4 -2.3441 4.4012 0.7617
C5 -1.0208 4.8229 0.6682
C6 -0.1808 4.7424 1.7760
H1 -0.0182 4.1796 3.8426
H2 -2.3583 3.4089 4.0033
H3 -3.8594 3.5828 2.0476
H4 -3.0031 4.4960 -0.0923
H5 -0.6527 5.2328 -0.2648
H6 0.8378 5.1028 1.7088
O1 0.5836 2.2591 -3.6615
C7 0.5627 2.2423 -2.4159
N1 -0.5472 1.8904 -1.7352
C8 -1.5327 1.5270 -2.5804
O2 -1.3792 1.5696 -3.8153
C9 -2.8254 1.0699 -2.0180
C10 -3.8726 0.7047 -2.8391
C11 -5.0679 0.3265 -2.2384
C12 -5.1540 0.3384 -0.8589
C13 -4.0403 0.7175 -0.1180
N2 -2.8904 1.0739 -0.6795
C14 1.7821 2.6014 -1.6562
C15 2.9257 3.0326 -2.2954
C16 4.0336 3.3350 -1.5104
C17 3.9367 3.1987 -0.1394
C18 2.7381 2.7593 0.4125
N3 1.6764 2.4568 -0.3265
H7 -3.7560 0.7235 -3.9136
H8 -5.9165 0.0353 -2.8420
H9 -6.0703 0.0675 -0.3534
H10 -4.0784 0.7442 0.9652
H11 2.9465 3.1281 -3.3719
H12 4.9522 3.6774 -1.9667
H13 4.7723 3.4270 0.5073
H14 2.6294 2.6486 1.4842
C19 -1.0634 -2.9505 2.7900
C20 -1.5728 -3.2052 1.3927
C21 -2.0241 -4.6663 1.1411
C22 -2.8005 -2.2852 1.0288
O3 -0.6730 -2.9074 0.3877
Si1 0.7405 -1.8929 0.2380
O4 0.0524 -0.4631 0.2198
O5 1.4349 -2.3983 -1.1099
C23 1.1515 -2.1463 -2.5204
C24 1.6050 -3.3840 -3.2629
C25 1.9562 -0.9174 -2.8986
C26 -0.3418 -1.9067 -2.7278
O6 1.5963 -2.2995 1.5255
C27 2.7667 -1.6867 2.1421
C28 2.2550 -0.6649 3.1431
C29 3.6084 -1.0263 1.0583
C30 3.5205 -2.8069 2.8255
H15 -1.8406 -3.2099 3.5083
H16 -0.7920 -1.9038 2.9307
H17 -0.1807 -3.5566 2.9871
H18 -2.8530 -4.8789 1.8143
H19 -1.1935 -5.3340 1.3625
H20 -2.3410 -4.8027 0.1104
H21 -3.5650 -2.5081 1.7723
H22 -3.1661 -2.5043 0.0291
H23 -2.4682 -1.2511 1.0934
H24 2.6519 -3.5899 -3.0408
H25 1.5011 -3.2406 -4.3392
H26 1.0146 -4.2537 -2.9760
H27 3.0239 -1.1183 -2.8012
H28 1.7028 -0.0991 -2.2224
H29 1.7499 -0.6070 -3.9234
H30 -0.9212 -2.7884 -2.4501
H31 -0.5358 -1.6949 -3.7804
H32 -0.6918 -1.0570 -2.1361
H33 1.6431 0.0893 2.6421
H34 3.0900 -0.1647 3.6363
H35 1.6468 -1.1476 3.9093
H36 3.0446 -0.2443 0.5375
H37 3.9370 -1.7560 0.3189
H38 4.4905 -0.5668 1.5071
H39 2.8755 -3.3151 3.5429
H40 4.3840 -2.4119 3.3615
H41 3.8738 -3.5375 2.0988

Summary:
highest occupied orbital energy (spin up / spin down): -14.94 / -14.94 eV
total charge: +2
LUMO energy (spin up / spin down): -0.336 / -0.294 Ha
Kohn-Sham gap (spin up / spin down): 5.80 / 6.95 eV
ΔE to the lowest compared entry with this formula, charge and spin: 32.8 kcal per mole

No. 2
Molecular formula: C30H41NO3P3STi
Method: DFT, ωB97M-V/def2-TZVPD

Positions of all 80 atoms, in Å:
Ti1 0.9002 0.3591 0.3805
C1 -6.1366 -0.2920 0.3697
C2 -5.0248 -1.2171 -0.1471
C3 -5.6039 -2.6232 -0.3597
C4 -4.5104 -0.6791 -1.4858
C5 -3.9270 -1.2953 0.9004
C6 -4.2659 -1.7426 2.1882
C7 -3.3446 -1.8689 3.2018
C8 -2.0263 -1.5353 2.9282
S1 -0.6468 -1.5941 3.9887
C9 0.3355 -0.9680 2.7055
N1 -0.3073 -0.7518 1.5625
C10 -1.6482 -1.0623 1.6590
C11 -2.6074 -0.9488 0.6492
C12 1.7285 -0.6328 2.8555
C13 2.4238 -0.8628 4.0497
C14 3.7435 -0.4770 4.1467
C15 4.3676 0.1412 3.0707
C16 3.6754 0.3680 1.8877
C17 2.3479 -0.0125 1.7423
H1 -6.9054 -0.1683 -0.3878
H2 -5.7384 0.6886 0.6182
H3 -6.6109 -0.6993 1.2569
H4 -6.4118 -2.5855 -1.0842
H5 -6.0052 -3.0328 0.5619
H6 -4.8470 -3.3106 -0.7286
H7 -5.3229 -0.6561 -2.2073
H8 -3.7243 -1.3150 -1.8912
H9 -4.1343 0.3371 -1.3758
H10 -5.2896 -1.9969 2.4011
H11 -3.6400 -2.2208 4.1768
H12 -2.2819 -0.5975 -0.3239
H13 1.9267 -1.3273 4.8907
H14 4.2893 -0.6541 5.0580
H15 5.3992 0.4469 3.1665
H16 4.2098 0.8509 1.0781
C18 1.6195 2.3918 -2.9882
P1 2.2236 1.2136 -1.7105
C19 3.8269 1.9957 -1.2691
C20 2.8524 -0.2016 -2.6910
C21 3.6832 -0.0027 -3.7910
C22 4.2514 -1.0846 -4.4402
C23 4.0048 -2.3724 -3.9892
C24 3.1536 -2.5842 -2.9168
C25 2.5666 -1.5047 -2.2603
P2 1.3005 -1.7306 -0.9565
C26 1.7248 -3.2970 -0.1215
C27 -0.1020 -2.2163 -2.0378
H17 2.4573 2.7507 -3.5873
H18 1.1478 3.2459 -2.4996
H19 0.9007 1.9012 -3.6455
H20 4.2552 2.4821 -2.1479
H21 4.4990 1.2008 -0.9418
H22 3.7046 2.7322 -0.4715
H23 3.8943 0.9948 -4.1473
H24 4.8946 -0.9232 -5.2896
H25 4.4801 -3.2133 -4.4698
H26 2.9517 -3.5958 -2.5943
H27 1.6509 -4.1355 -0.8129
H28 1.0268 -3.4591 0.6999
H29 2.7344 -3.2388 0.2844
H30 0.2314 -3.0105 -2.7080
H31 -0.4167 -1.3591 -2.6388
H32 -0.9371 -2.5748 -1.4356
C28 1.3050 5.5195 0.8789
O1 0.8110 4.3101 1.4647
P3 0.7902 2.8993 0.7444
O2 -0.4669 3.1990 -0.2921
C29 -1.1108 2.1584 -0.9960
O3 0.0567 1.9913 1.8905
C30 -0.9948 2.4842 2.7514
H33 0.8653 6.3318 1.4552
H34 0.9968 5.6074 -0.1621
H35 2.3918 5.5680 0.9532
H36 -2.1658 2.1520 -0.7058
H37 -0.6500 1.1615 -0.7608
H38 -1.0446 2.3543 -2.0697
H39 -0.9961 1.8555 3.6423
H40 -1.9637 2.4227 2.2492
H41 -0.7905 3.5167 3.0314

Summary:
highest occupied orbital energy (spin up / spin down): -13.46 / -13.58 eV
total charge: +2
LUMO energy (spin up / spin down): -0.230 / -0.225 Ha
⟨S²⟩: 0.757
Kohn-Sham gap (spin up / spin down): 7.19 / 7.45 eV
2S+1: 2

No. 3
Molecular formula: C30H42AsIN5O5SSr
Method: DFT, ωB97M-V/def2-TZVPD

Positions of all 86 atoms, in Å:
Sr1 -0.5415 -0.2731 0.9917
C1 -0.7579 1.9890 -3.2581
C2 0.6903 2.4180 -2.9661
N1 1.1777 2.3417 -1.6091
C3 0.7728 3.3194 -0.6357
C4 -0.7243 3.4614 -0.4468
C5 -1.3358 4.7038 -0.5352
C6 -2.7200 4.7792 -0.5108
C7 -3.4446 3.6068 -0.4307
C8 -2.7523 2.4047 -0.3049
C9 -3.5300 1.1089 -0.2106
N2 -2.6785 -0.0506 -0.3938
C10 -2.7244 -0.7349 -1.6824
C11 -2.3615 0.1641 -2.8592
N3 -0.9858 0.6144 -2.8660
N4 -1.4271 2.3358 -0.2718
H1 -1.4789 2.6774 -2.7878
H2 -0.9049 2.0872 -4.3414
H3 1.3337 1.7786 -3.5768
H4 0.8205 3.4442 -3.3297
H5 1.2875 1.4105 -1.2168
H6 1.2355 3.0579 0.3207
H7 1.1603 4.3051 -0.9227
H8 -0.7295 5.5921 -0.6560
H9 -3.2232 5.7352 -0.5862
H10 -4.5270 3.6088 -0.4574
H11 -3.9738 1.0447 0.7859
H12 -4.3392 1.1408 -0.9494
H13 -2.8089 -0.7036 0.3743
H14 -1.9899 -1.5495 -1.6214
H15 -3.6989 -1.1989 -1.8945
H16 -2.5852 -0.4089 -3.7681
H17 -3.0451 1.0283 -2.8740
H18 -0.4928 0.3902 -2.0120
O1 -2.6237 -1.0319 4.7295
S1 -1.7111 -0.3926 3.8142
O2 -1.0595 0.7613 4.5773
O3 -2.3828 0.1807 2.6088
O4 -0.6685 -1.3040 3.2865
C12 -2.2687 -4.6563 -0.1978
As1 -1.9138 -3.2945 1.1650
C13 -3.7473 -2.9251 1.7346
C14 -1.3381 -4.3877 2.6630
H19 -3.0606 -5.3399 0.1104
H20 -1.3564 -5.2234 -0.3841
H21 -2.5566 -4.1644 -1.1271
H22 -4.1645 -3.7807 2.2659
H23 -4.3622 -2.7154 0.8571
H24 -3.7386 -2.0581 2.3953
H25 -1.9523 -5.2847 2.7440
H26 -1.4288 -3.7661 3.5521
H27 -0.2914 -4.6614 2.5393
N5 -1.1599 2.9358 3.5135
C15 -0.1683 1.8857 3.6778
O5 0.3261 1.3683 2.6231
C16 0.9150 2.1794 4.7131
I1 0.2622 3.0662 6.5432
H28 -1.1135 3.2155 2.5404
H29 -2.0820 2.5480 3.6675
H30 1.6293 2.8712 4.2794
H31 1.4017 1.2451 4.9727
C17 7.0103 -1.3936 0.2116
C18 6.0019 -2.1710 -0.3432
C19 4.6725 -1.7962 -0.2209
C20 4.3149 -0.6278 0.4564
C21 5.3404 0.1293 1.0291
C22 6.6707 -0.2400 0.9049
C23 2.9166 -0.1544 0.6060
C24 1.8636 -0.3557 -0.1974
C25 1.9051 -1.1167 -1.4449
C26 1.1920 -2.3237 -1.5728
C27 1.0961 -2.9881 -2.7857
C28 1.6942 -2.4666 -3.9259
C29 2.4021 -1.2747 -3.8218
C30 2.5102 -0.6143 -2.6097
H32 8.0477 -1.6887 0.1126
H33 6.2520 -3.0822 -0.8738
H34 3.9009 -2.4191 -0.6523
H35 5.0772 1.0274 1.5768
H36 7.4443 0.3725 1.3531
H37 2.7736 0.4800 1.4833
H38 0.7241 -2.7538 -0.6901
H39 0.5458 -3.9214 -2.8410
H40 1.6086 -2.9767 -4.8769
H41 2.8809 -0.8557 -4.7000
H42 3.0708 0.3115 -2.5390

Summary:
highest occupied orbital energy: -4.45 eV
total charge: -1
LUMO energy: 0.084 Ha
Kohn-Sham gap: 6.75 eV
ΔE to the lowest compared entry with this formula, charge and spin: 54.9 kcal per mole

No. 4
Molecular formula: C30H42Br2F3N2O12PS
Method: DFT, ωB97M-V/def2-TZVPD

Positions of all 93 atoms, in Å:
C1 1.4146 3.2327 -4.3158
C2 2.5571 2.5837 -3.9274
C3 3.7316 3.3987 -3.4598
C4 3.7388 3.8814 -1.9390
C5 4.1721 5.3890 -2.1143
C6 4.4817 6.1229 -0.8057
C7 5.8813 5.8538 -0.2056
C8 7.0455 6.0732 -1.1796
N1 8.1019 5.0822 -1.0296
C9 8.4284 4.3199 0.0525
C10 9.4526 3.4997 -0.2371
C11 9.8239 3.7889 -1.5948
C12 8.9702 4.7335 -2.0222
C13 2.4105 3.8709 -1.1767
C14 2.4382 3.1983 0.2150
C15 2.1836 1.6956 0.0546
F1 2.6710 1.2212 -1.1069
Br1 0.2208 1.4346 -0.0803
C16 2.7784 0.8294 1.2506
F2 1.7989 0.3254 1.9965
F3 3.6049 1.5263 2.0123
Br2 3.7957 -0.7048 0.5593
C17 4.9554 3.0737 -1.4528
O1 5.1882 2.5130 -0.4126
N2 5.9105 3.1037 -2.5495
C18 5.0975 2.6253 -3.6686
S1 5.0799 0.8187 -3.2571
P1 5.8365 2.9873 -5.3257
O2 7.4195 2.6943 -5.0855
O3 5.2214 1.7807 -6.2437
H1 1.3633 3.9164 -5.1605
H2 0.4908 2.9916 -3.7850
H3 2.5332 1.4975 -3.9498
H4 3.6796 4.2966 -4.0906
H5 4.9462 5.4880 -2.8711
H6 3.2798 5.8617 -2.5393
H7 4.4017 7.2032 -0.9706
H8 3.7512 5.8916 -0.0273
H9 5.8685 4.8631 0.2470
H10 6.0277 6.5498 0.6243
H11 7.4698 7.0694 -1.0219
H12 6.7545 6.0384 -2.2314
H13 7.8753 4.4021 0.9740
H14 9.9073 2.7762 0.4168
H15 10.6252 3.3402 -2.1547
H16 8.9295 5.1899 -3.0018
H17 2.1037 4.9045 -1.0125
H18 1.5884 3.4292 -1.7375
H19 1.5932 3.5875 0.7817
H20 3.3513 3.4167 0.7619
H21 6.4245 3.9591 -2.7060
H22 4.3234 0.2442 -4.2156
H23 7.6083 1.7434 -5.0193
H24 4.8565 2.1529 -7.0526
C19 -0.4312 -1.8110 2.1461
C20 -0.0598 -3.2578 1.9286
C21 -0.2176 -3.7265 0.5030
O4 -0.5097 -5.1196 0.6698
C22 -1.0960 -5.2653 1.8842
O5 -1.6581 -6.2477 2.2473
O6 -0.9608 -4.1388 2.6247
H25 -1.5121 -1.6729 2.0898
H26 -0.1238 -1.4851 3.1399
H27 0.0511 -1.1670 1.4134
H28 0.9516 -3.4487 2.2965
H29 0.6862 -3.5907 -0.0868
H30 -1.0565 -3.2524 -0.0131
C23 -4.7792 -5.3006 1.7305
C24 -5.8854 -5.8885 2.5719
C25 -6.5154 -7.1277 1.9852
O7 -7.8532 -7.0603 2.4951
C26 -8.1357 -5.7519 2.7109
O8 -9.2257 -5.3255 2.9251
O9 -7.0145 -4.9976 2.6463
H31 -5.1845 -4.8233 0.8366
H32 -4.2481 -4.5289 2.2885
H33 -4.0589 -6.0632 1.4371
H34 -5.5306 -6.0707 3.5893
H35 -6.0253 -8.0425 2.3097
H36 -6.5562 -7.1115 0.8932
C27 -12.1762 -4.6507 3.1886
C28 -13.2813 -5.2291 4.0393
C29 -13.9264 -6.4624 3.4565
O10 -15.2586 -6.3885 3.9767
C30 -15.5327 -5.0758 4.1986
O11 -16.6155 -4.6436 4.4223
O12 -14.4026 -4.3298 4.1252
H37 -12.5862 -4.1698 2.2989
H38 -11.6329 -3.8843 3.7399
H39 -11.4669 -5.4160 2.8880
H40 -12.9196 -5.4157 5.0541
H41 -13.4402 -7.3816 3.7756
H42 -13.9754 -6.4437 2.3648

Summary:
highest occupied orbital energy: -8.43 eV
LUMO energy: -0.005 Ha
Kohn-Sham gap: 8.31 eV
SMILES string: C=C[C@H]1[C@@](CCCCn2cccc2)(CC[C@](F)(Br)C(F)(F)Br)C(=O)N[C@]1(S)P(O)O.C[C@@H]1COC(=O)O1.C[C@@H]1COC(=O)O1.C[C@@H]1COC(=O)O1

no.,largest force on an atom (eV Å⁻¹),DFT total energy (hartree)
1,0.66,-2265.45169
2,1.98,-3719.54155
3,1.72,-4780.87719
4,2.79,-8367.86792